# 1
This record from OMol25 describes a molecular structure, C2H9ClCsFN2P. The level of theory is ωB97M-V with the def2-TZVPD basis set.

Each line ends with the Löwdin charge.
Atoms and positions in Å:
C -0.15469 1.80687 0.09103  -0.0706
C -1.07974 0.61831 -0.14092  -0.4766
F -2.01733 0.58796 0.89250  -0.0658
P -0.25253 -1.05973 -0.16118  0.4391
N 0.52230 -0.68569 1.35261  -0.4910
N 0.39340 -0.84258 -1.72390  -0.1514
Cl 0.87795 -2.97134 -0.08090  0.1680
H 0.90262 1.55954 0.08153  -0.0185
H -0.39583 2.22674 1.06090  0.0946
H -0.29818 2.57739 -0.65834  0.0882
H -1.63152 0.75723 -1.06764  0.1156
H -1.44040 -1.76738 -0.06556  0.0508
H 0.72312 -1.58246 1.78346  -0.0239
H -0.16776 -0.25956 1.97011  0.0705
H -0.22899 -0.32210 -2.32644  0.0636
H 1.31914 -0.45178 -1.76836  0.0165
Cs 2.92845 -0.19144 0.76109  1.1909

* charge: +1
* frontier orbital gap: 10.0 eV
* energy: -30271.299 eV

# 2
This record from OMol25 describes 2 unconnected molecules or ions with the total composition C2H9ClOSi2. The level of theory is ωB97M-V with the def2-TZVPD basis set.

Each line ends with the Löwdin charge.
Atoms and positions in Å:
C -0.79773 1.03269 -1.54467  -0.2482
C -1.17129 0.95081 1.42307  -0.2484
O 1.71690 -1.40210 -0.02818  -0.4977
Si 0.37481 -2.13560 0.07000  0.2391
Si -1.02118 -0.19694 -0.10060  0.8683
Cl 3.87856 0.47190 0.08462  0.1678
H -1.72861 1.51723 -1.83765  0.0267
H -0.09220 1.81649 -1.26713  0.0390
H -0.39384 0.53280 -2.42251  0.0216
H -2.01249 0.69534 2.06270  0.0175
H -0.27091 0.83391 2.02762  0.0372
H -1.25504 2.00622 1.16804  0.0252
H 2.91296 -0.44209 0.03415  -0.3081
H -0.05602 -2.68748 1.36172  -0.0673
H -0.08392 -2.99317 -1.03115  -0.0727

* energy above the lowest of the compared OMol25 structures with the same formula, charge and spin: 2.569 eV
* frontier orbital gap: 7.7 eV
* energy: -32544.292 eV

# 3
This record from OMol25 describes 2 unconnected molecules or ions with the total composition C2H9N2. The level of theory is ωB97M-V with the def2-TZVPD basis set.

Each line ends with the Löwdin charge.
Atoms and positions in Å:
N 1.04563 0.00233 2.07423  0.0234
H 1.85046 0.63621 2.14164  0.0583
H 1.40236 -0.80007 2.59419  0.0562
H 0.41043 0.43269 2.75181  0.0559
H 0.24680 0.20201 0.42374  0.0849
C -1.63231 0.06148 -0.69498  0.0074
C 0.64812 -0.21895 -1.42676  0.1587
N -0.16972 0.13430 -0.53169  -0.0120
H -2.06693 -0.11910 0.27802  0.0999
H -1.87919 -0.72390 -1.40250  0.1053
H -2.00845 1.04543 -0.97852  0.1102
H 1.69708 -0.30898 -1.18053  0.1234
H 0.24207 -0.42229 -2.41567  0.1285

* energy above the lowest of the compared OMol25 structures with the same formula, charge and spin: 0.656 eV
* charge: +1
* frontier orbital gap: 11.1 eV
* energy: -5193.298 eV

# 4
This record from OMol25 describes a gas-phase ion, C2H9N2 (charge +1). The level of theory is ωB97M-V with the def2-TZVPD basis set.

Each line ends with the Löwdin charge.
Atoms and positions in Å:
C -0.33223 -1.44445 0.09982  0.0004
C -0.53862 0.34901 0.19541  -0.2558
N -0.70734 0.82856 -1.10112  0.0636
N 0.93309 0.79784 0.49651  0.2041
H 0.63533 -2.02505 -0.02517  0.0909
H -1.10277 -1.67599 -0.63303  0.0585
H -0.74851 -1.78740 1.05421  0.0539
H -1.18265 0.59434 1.01965  0.1421
H -1.54632 0.92417 -1.56952  0.0870
H -0.14710 0.19071 -1.61031  0.0807
H 1.49957 0.18406 1.10955  0.1770
H 0.97742 1.71856 0.82092  0.1304
H 1.40513 0.86784 -0.41881  0.1670

* energy above the lowest of the compared OMol25 structures with the same formula, charge and spin: 1.876 eV
* SMILES string: C[C@H](N)[NH3+]
* charge: +1
* frontier orbital gap: 11.0 eV
* energy: -5192.078 eV

# 5
This record from OMol25 describes 2 unconnected molecules or ions with the total composition C2H9N2. The level of theory is ωB97M-V with the def2-TZVPD basis set.

Each line ends with the Löwdin charge.
Atoms and positions in Å:
N -1.87462 0.98610 0.82820  0.0717
H -2.47018 1.12427 0.06766  0.0422
H -1.39895 1.84280 0.96289  0.0474
H -2.15161 0.55757 1.73735  0.1013
H -0.51752 0.19107 0.29793  0.1304
C 1.03463 -0.03564 -1.39467  -0.0535
C 1.06319 -1.19008 0.74022  0.1614
N 0.44279 -0.36811 -0.10910  -0.0803
H 1.33015 -1.02885 -1.82002  0.1131
H 1.90121 0.65780 -1.37748  0.1089
H 0.12913 0.51039 -1.89199  0.1318
H 2.01397 -1.51791 0.41148  0.0927
H 0.49780 -1.72940 1.54753  0.1329

* energy above the lowest of the compared OMol25 structures with the same formula, charge and spin: 1.573 eV
* charge: +1
* frontier orbital gap: 10.4 eV
* energy: -5192.381 eV

# 6
This record from OMol25 describes 2 unconnected molecules or ions with the total composition C2H9N2O. The level of theory is ωB97M-V with the def2-TZVPD basis set.

Each line ends with the Löwdin charge.
Atoms and positions in Å:
C -0.86459 0.23536 -0.25379  -0.1994
C 0.30503 -0.16451 -0.79016  -0.1441
N 1.50226 0.66069 -0.75056  0.1727
N -1.99383 -0.50457 -0.38758  0.0889
H -0.97072 1.06718 0.44170  0.1390
H 0.36955 -0.91444 -1.56984  0.1298
H 2.41632 0.20628 -0.67877  0.1760
H 1.55918 1.16487 -1.64405  0.1750
H 1.46142 1.37296 -0.01841  0.1631
H -2.01895 -1.40941 -0.84430  0.1161
H -2.94996 -0.20354 -0.30149  0.1119
H -0.10308 -0.63951 1.86697  0.0628
H 1.21123 -0.28565 2.63066  0.0688
O 0.75346 -0.18642 1.78764  -0.0606

* energy above the lowest of the compared OMol25 structures with the same formula, charge and spin: 2.025 eV
* charge: +1
* frontier orbital gap: 9.5 eV
* energy: -7240.331 eV

# 7
This record from OMol25 describes 2 unconnected molecules or ions with the total composition C2H9N2O. The level of theory is ωB97M-V with the def2-TZVPD basis set.

Each line ends with the Löwdin charge.
Atoms and positions in Å:
C 0.11508 0.68368 0.54067  -0.0849
C 1.39584 0.84004 0.17235  -0.1540
N 2.02993 2.05597 0.44107  0.0702
N -0.38623 -0.73717 0.61445  0.1944
H -0.47713 1.45383 1.00368  0.1229
H 2.05658 0.18999 -0.38917  0.1342
H 1.43066 2.82801 0.20913  0.0993
H 2.97948 2.21801 0.15229  0.1001
H -1.13801 -0.54649 1.28336  0.1658
H 0.28047 -1.36297 1.05929  0.1699
H -0.82424 -1.06175 -0.24692  0.1116
H -3.25020 -2.14766 -1.61943  0.0671
H -1.84604 -2.38479 -1.97036  0.0497
O -2.36620 -2.02870 -1.25042  -0.0463

* energy above the lowest of the compared OMol25 structures with the same formula, charge and spin: 2.106 eV
* charge: +1
* frontier orbital gap: 9.9 eV
* energy: -7240.250 eV

# 8
This record from OMol25 describes 2 unconnected molecules or ions with the total composition C2H9N2O. The level of theory is ωB97M-V with the def2-TZVPD basis set.

Each line ends with the Mulliken spin population.
Atoms and positions in Å:
C 2.17985 -0.90129 -1.29075  0.0021
N 0.73198 -0.52286 -1.22180  0.0083
H 2.63742 0.07023 -1.37172  0.0001
H 2.55470 -1.41848 -0.43720  0.0004
H 2.45701 -1.64521 -2.10153  0.0009
H 0.09880 -1.18060 -0.65122  0.0009
H 0.04610 -0.41673 -1.97615  0.0014
H 0.61608 0.30085 -0.57337  -0.0005
C -1.40264 0.61818 1.33921  0.0049
N -2.28866 1.41644 1.94649  0.0434
O -0.73396 0.56649 0.27186  0.8331
H -1.44697 -0.37945 1.80992  0.1040
H -2.50319 2.28994 1.50211  0.0069
H -2.94653 1.20248 2.75414  -0.0059

* energy above the lowest of the compared OMol25 structures with the same formula, charge and spin: 2.628 eV
* charge: +2
* expectation value of S²: 0.7552
* frontier orbital gap (alpha / beta): 11.9 / 6.9 eV
* energy: -7225.822 eV
* 2S+1: 2

# 9
This record from OMol25 describes a single C2H9N2PS molecule. The level of theory is ωB97M-V with the def2-TZVPD basis set.

Each line ends with the Löwdin charge.
Atoms and positions in Å:
C 0.14530 1.11954 1.63202  -0.2432
P -0.47973 0.17444 0.18107  0.3384
C -0.28074 1.23072 -1.28087  -0.2695
S -2.41217 -0.22164 0.41085  0.1024
N 0.97519 -1.18083 -0.21573  -0.2115
N 0.50977 -2.52744 -0.21740  -0.1125
H 0.37884 2.13912 1.18850  0.0663
H -0.48193 1.11476 2.45871  0.0044
H 1.00684 0.45827 1.79766  0.0294
H -1.07435 1.86343 -1.58386  0.0363
H 0.61937 1.80205 -1.00858  0.0466
H 0.00342 0.55352 -2.07733  0.0297
H 0.94816 -0.91769 -1.21393  0.0253
H 0.47849 -2.86005 0.74510  0.0668
H -0.33646 -2.74820 -0.81621  0.0910

* energy above the lowest of the compared OMol25 structures with the same formula, charge and spin: 0.733 eV
* SMILES string: CP(C)(=S)NN
* frontier orbital gap: 9.0 eV
* energy: -25322.979 eV

# 10
This record from OMol25 describes 2 unconnected molecules or ions with the total composition C2H9N2S2. The level of theory is ωB97M-V with the def2-TZVPD basis set.

Each line ends with the Löwdin charge.
Atoms and positions in Å:
C -1.47461 0.15059 0.54930  -0.2439
C -0.27157 0.86312 -0.23074  -0.7467
N -0.37656 0.78768 -1.52177  0.1575
N -1.08666 -0.02039 1.94397  -0.0151
S 0.84617 1.58343 0.80660  0.9474
S 1.68845 -1.27543 -0.47177  0.5126
H -1.87578 -0.75024 -0.03631  0.1497
H -2.29677 0.90535 0.59940  0.1424
H 0.31397 0.99592 -2.17081  0.1080
H -1.12310 0.23466 -1.90747  0.1414
H -1.94237 0.02139 2.43726  0.0788
H -0.63813 -0.87676 2.14976  0.0612
H 0.91443 -1.70440 0.58322  -0.1664
H 1.87123 1.89837 -0.17511  0.0007
H 2.46255 -2.43348 -0.65262  -0.1275

* energy above the lowest of the compared OMol25 structures with the same formula, charge and spin: 1.655 eV
* charge: +1
* frontier orbital gap: 8.9 eV
* energy: -26863.094 eV